Record 1
{"formula": "C4H8FN", "method": "ωB97M-V/def2-TZVPD", "e_above_lowest_ev": 2.347, "smiles": "CN1CC[C@H]1F", "e_tot_ha": -311.73315, "homo_lumo_gap_ev": 9.873, "homo_ev": -8.6949, "charge": 0, "elements": ["C", "N", "C", "C", "C", "F", "H", "H", "H", "H", "H", "H", "H", "H"], "xyz": [[0.35896, -1.70631, 0.44110], [-0.28023, -0.66050, -0.21776], [0.47953, 0.27790, -1.08065], [-0.20038, 1.52610, -0.40112], [-0.79916, 0.66549, 0.72516], [-2.13513, 0.63361, 0.89543], [-0.18341, -2.70878, 0.59132], [1.33695, -2.14617, -0.06838], [0.65517, -1.35890, 1.42768], [0.23945, 0.16675, -2.05340], [1.57542, 0.41150, -0.85634], [0.34544, 2.47232, -0.16134], [-0.94666, 1.84570, -0.99306], [-0.44595, 0.58130, 1.75137]], "forces_ev_per_a": [[2.41, -3.47, 0.55], [-1.91, 3.65, 0.61], [1.12, 1.88, 4.90], [1.93, -0.59, 1.63], [1.51, -3.61, -2.07], [-0.64, 0.42, -0.54], [-0.07, 1.67, -0.28], [-1.70, 1.47, 0.65], [0.40, -0.36, 0.46], [-0.30, -0.39, -3.33], [-0.76, -0.88, -0.49], [0.07, -1.15, 0.13], [-3.00, 1.04, -2.02], [0.94, 0.32, -0.19]], "nbo_charge": [-0.4199, -0.4589, -0.2002, -0.4647, 0.3754, -0.3407, 0.1943, 0.1931, 0.1714, 0.1895, 0.1705, 0.2166, 0.2182, 0.1554]}

Record 2
{"formula": "C4H8FN", "method": "ωB97M-V/def2-TZVPD", "e_above_lowest_ev": 1.409, "smiles": "C[C@@]1(CF)CN1", "e_tot_ha": -311.76762, "homo_lumo_gap_ev": 10.784, "homo_ev": -9.8016, "charge": 0, "elements": ["C", "C", "C", "F", "C", "N", "H", "H", "H", "H", "H", "H", "H", "H"], "xyz": [[1.10184, -0.09377, -1.12702], [-0.00123, 0.15015, -0.08085], [-1.10677, -0.90984, -0.04374], [-1.61817, -1.05317, -1.38922], [0.32531, 0.56695, 1.26033], [-0.32182, 1.47416, 0.26655], [1.75459, 0.83430, -1.10402], [0.79352, -0.43677, -2.10980], [1.79854, -0.91050, -0.87027], [-0.65110, -1.83259, 0.25720], [-1.95848, -0.50746, 0.62249], [-0.22690, 0.19492, 2.16708], [1.37583, 0.80587, 1.57013], [-1.26515, 1.71774, 0.58115]], "forces_ev_per_a": [[1.26, 0.71, 0.87], [-0.68, -3.07, -1.26], [-0.83, 2.14, -1.22], [0.25, -0.14, 1.55], [1.30, 0.98, 2.20], [0.30, 1.54, 1.34], [-0.89, -1.00, -0.59], [-0.54, 0.82, -0.19], [-0.39, 0.17, 0.66], [-0.31, -0.74, 0.16], [1.20, -1.08, -0.99], [0.12, 0.34, -1.27], [-0.97, -0.08, -0.67], [0.19, -0.60, -0.59]], "nbo_charge": [-0.6218, 0.0234, 0.0559, -0.3899, -0.2697, -0.5869, 0.2304, 0.2344, 0.2117, 0.1783, 0.1707, 0.1964, 0.2022, 0.3648]}

Record 3
{"formula": "C4H8FN", "method": "ωB97M-V/def2-TZVPD", "e_above_lowest_ev": 1.568, "smiles": "CN[C@@H]1C[C@@H]1F", "e_tot_ha": -311.76176, "homo_lumo_gap_ev": 9.166, "homo_ev": -7.9800, "charge": 0, "elements": ["C", "N", "C", "C", "C", "F", "H", "H", "H", "H", "H", "H", "H", "H"], "xyz": [[2.03217, -0.34102, 0.01053], [0.61796, -0.67407, 0.06514], [-0.27560, 0.26759, -0.46163], [-1.31740, 0.94157, 0.47265], [-1.69724, -0.21360, -0.39344], [-1.79392, -1.44442, 0.12787], [2.64644, -1.25416, 0.13711], [2.34640, 0.42649, 0.81496], [2.28566, 0.09107, -0.99805], [0.32714, -1.21545, 0.87494], [0.09084, 0.91013, -1.21778], [-1.22194, 0.71861, 1.53394], [-1.66436, 1.91364, 0.26225], [-2.37613, -0.12636, -1.22848]], "forces_ev_per_a": [[0.48, 0.87, 0.55], [1.74, -0.64, -0.28], [-1.74, 0.04, 1.72], [0.76, -1.42, 0.77], [0.36, 1.25, -1.61], [-0.43, -1.03, 0.98], [-0.34, 0.51, 0.00], [-0.26, -0.95, -1.11], [-0.29, -0.40, 0.98], [0.01, 0.46, -0.44], [0.30, 0.09, -0.95], [0.03, 0.03, -0.15], [-0.50, 0.87, -0.41], [-0.11, 0.32, -0.05]], "nbo_charge": [-0.4016, -0.6401, -0.0720, -0.4992, 0.1873, -0.3401, 0.2026, 0.1604, 0.1927, 0.3871, 0.2110, 0.2197, 0.2207, 0.1715]}

Record 4
{"formula": "C4H8FN4S", "method": "ωB97M-V/def2-TZVPD", "e_above_lowest_ev": 5.450, "smiles": "Fn1nnc(CCCS)[nH+]1", "e_tot_ha": -873.81828, "homo_lumo_gap_ev": 6.808, "homo_ev": -12.3246, "charge": 1, "elements": ["F", "N", "N", "N", "C", "C", "C", "C", "S", "N", "H", "H", "H", "H", "H", "H", "H", "H"], "xyz": [[3.15574, -2.20462, -0.94094], [2.55361, -1.25878, -0.22327], [2.73409, -1.09910, 1.07571], [1.95011, -0.08535, 1.45286], [1.25061, 0.40530, 0.28895], [0.20185, 1.57625, 0.27457], [-1.26266, 1.01966, -0.06986], [-1.49926, -0.51842, 0.26749], [-3.36291, -0.77530, 0.19607], [1.70688, -0.40563, -0.80549], [0.16964, 2.00380, 1.32907], [0.44930, 2.39011, -0.48001], [-1.55135, 1.21796, -1.14572], [-1.98878, 1.60491, 0.59178], [-1.02797, -1.24396, -0.46074], [-1.22871, -0.74690, 1.35332], [-3.66453, -1.54607, -0.90894], [1.41433, -0.33385, -1.79484]], "forces_ev_per_a": [[-0.32, 0.59, 0.44], [0.32, -0.04, 0.79], [-1.37, 0.85, -1.88], [-1.08, 0.28, -3.59], [1.85, -1.34, 0.39], [-0.08, -0.80, 0.04], [-0.46, -0.32, 0.39], [-0.61, 0.25, -0.18], [0.12, -0.21, -0.08], [-1.43, 2.39, 3.26], [0.46, -0.61, -1.41], [0.11, -1.11, 1.07], [0.44, -0.22, 1.23], [1.00, -0.72, -1.06], [-0.31, 0.87, 0.97], [-0.16, 0.18, -1.57], [0.91, 0.51, 0.60], [0.60, -0.55, 0.59]], "nbo_charge": [-0.0673, 0.3847, 0.0951, -0.1878, 0.4457, -0.4898, -0.4217, -0.5419, -0.0418, -0.3484, 0.2878, 0.2807, 0.2348, 0.2565, 0.2168, 0.2399, 0.1593, 0.4972]}

Record 5
{"formula": "C4H8FNO", "method": "ωB97M-V/def2-TZVPD", "e_above_lowest_ev": 4.348, "smiles": "C[C@@H](O)[C@@H]1CN1F", "e_tot_ha": -386.90257, "homo_lumo_gap_ev": 10.684, "homo_ev": -9.8196, "charge": 0, "elements": ["C", "C", "O", "C", "C", "N", "F", "H", "H", "H", "H", "H", "H", "H", "H"], "xyz": [[1.40003, -1.44058, 0.19146], [0.76530, -0.16460, 0.40149], [1.58343, 0.89557, -0.07169], [-0.77935, 0.06737, -0.25917], [-1.37558, 1.39557, -0.14520], [-1.79539, 0.33735, 0.70407], [-3.02578, -0.31819, 0.42658], [0.99974, -2.34827, 0.51252], [2.42591, -1.13502, 0.46159], [1.59649, -1.64893, -0.96378], [0.66046, 0.18121, 1.40042], [1.53162, 0.82006, -1.06766], [-0.86595, -0.55822, -1.07370], [-1.05730, 2.13373, 0.50525], [-2.06362, 1.78294, -1.02217]], "forces_ev_per_a": [[3.03, 0.10, -3.87], [-4.05, 3.01, -1.01], [-0.05, -0.26, -2.55], [4.46, 0.19, 2.96], [-3.05, 0.88, -3.45], [-0.68, -1.88, 1.29], [0.07, 0.38, -0.61], [-0.57, -1.12, 1.30], [-0.07, -1.36, 0.60], [-0.78, 0.64, 1.87], [-0.36, -0.67, 1.35], [0.44, 0.41, 1.47], [-1.08, -0.99, -1.79], [1.32, 1.69, 0.56], [1.36, -1.02, 1.89]], "nbo_charge": [-0.6532, 0.0976, -0.7063, -0.1371, -0.2860, -0.0225, -0.2703, 0.2343, 0.2444, 0.1891, 0.1912, 0.4555, 0.2169, 0.2255, 0.2208]}

Record 6
{"formula": "C4H8FNO", "method": "ωB97M-V/def2-TZVPD", "e_above_lowest_ev": 3.523, "smiles": "C=CC(C)=O.NF", "e_tot_ha": -386.93290, "homo_lumo_gap_ev": 9.563, "homo_ev": -9.8941, "charge": 0, "elements": ["C", "C", "C", "C", "O", "H", "H", "H", "H", "H", "H", "N", "F", "H", "H"], "xyz": [[0.28448, -1.61058, -1.06085], [0.46438, -1.09424, 0.16844], [0.96472, 0.15683, 0.44518], [1.27983, 0.48619, 1.86979], [1.10594, 1.10289, -0.39017], [0.47872, -1.35070, -2.10398], [-0.14667, -2.54659, -0.82880], [0.20437, -1.77231, 0.94979], [2.28851, 0.85772, 2.00403], [0.62294, 1.29843, 2.23576], [1.13717, -0.38975, 2.49810], [-2.26832, 1.29912, -1.07448], [-2.49315, 0.21564, -1.95317], [-2.73666, 1.95742, -1.64135], [-1.18625, 1.38993, -1.11829]], "forces_ev_per_a": [[-0.13, -0.32, 1.04], [-0.68, -2.11, -2.68], [1.63, 6.31, -0.49], [-0.35, 0.05, 0.84], [-0.55, -2.66, 1.31], [0.04, 0.55, 0.75], [-0.50, -1.41, -1.21], [-0.10, 0.03, 0.73], [0.26, -0.01, -0.23], [0.15, -0.43, -0.31], [0.05, 0.05, 0.25], [2.38, -0.97, 0.67], [0.05, -1.14, -0.20], [0.01, 1.78, -0.34], [-2.26, 0.29, -0.11]], "nbo_charge": [-0.2179, -0.3438, 0.5155, -0.7023, -0.5803, 0.2283, 0.1903, 0.2136, 0.2447, 0.2473, 0.2059, -0.4004, -0.2962, 0.3353, 0.3601]}

Record 7
{"formula": "C4H8FNO", "method": "ωB97M-V/def2-TZVPD", "e_above_lowest_ev": 1.540, "smiles": "CC(=O)[C@](C)(N)F", "e_tot_ha": -387.00577, "homo_lumo_gap_ev": 10.284, "homo_ev": -9.7137, "charge": 0, "elements": ["C", "C", "O", "C", "C", "N", "F", "H", "H", "H", "H", "H", "H", "H", "H"], "xyz": [[1.95393, -0.85128, 0.40758], [0.92771, 0.21853, 0.26672], [1.18612, 1.40701, 0.11284], [-0.51419, -0.17499, 0.12694], [-1.07335, 0.14507, -1.25432], [-1.38886, 0.84370, 1.28586], [-0.82759, -1.38796, 0.60054], [2.14997, -1.42792, -0.65100], [2.82063, -0.37589, 0.60904], [1.55737, -1.69514, 1.08906], [-0.95895, 1.33209, -1.37313], [-0.38291, -0.47413, -1.92204], [-2.03578, -0.16563, -1.38911], [-2.39102, 0.87242, 0.97088], [-1.02309, 1.73413, 1.12015]], "forces_ev_per_a": [[-2.92, -3.89, -2.24], [-0.03, 1.23, -1.01], [0.08, -1.37, 0.45], [-3.90, 3.76, 2.87], [4.51, 1.70, 0.01], [0.30, -3.57, -2.03], [0.33, -1.06, -0.43], [-0.80, 1.53, 2.31], [3.01, 1.03, 1.25], [1.07, 1.53, -0.77], [-0.12, -2.94, -0.13], [-1.01, 1.21, 0.07], [-2.61, -0.75, -0.14], [1.34, -0.23, 0.14], [0.75, 1.82, -0.35]], "nbo_charge": [-0.7125, 0.5290, -0.5335, 0.4322, -0.6450, -0.8500, -0.3366, 0.2442, 0.2376, 0.2568, 0.2526, 0.2110, 0.2212, 0.3449, 0.3480]}

Record 8
{"formula": "C4H8FNO", "method": "ωB97M-V/def2-TZVPD", "e_above_lowest_ev": 1.960, "smiles": "CC/C(CF)=N\\O", "e_tot_ha": -386.99032, "homo_lumo_gap_ev": 10.730, "homo_ev": -9.8472, "charge": 0, "elements": ["C", "C", "C", "C", "F", "N", "O", "H", "H", "H", "H", "H", "H", "H", "H"], "xyz": [[-1.63370, -1.61742, 0.29934], [-0.62792, -0.93960, -0.62284], [0.10065, 0.05724, 0.17435], [1.52038, -0.12504, 0.56164], [2.44659, -0.12845, -0.45268], [-0.23282, 1.31239, 0.27283], [-1.45287, 1.64660, -0.21535], [-1.24490, -1.96386, 1.26418], [-2.47098, -0.93066, 0.61174], [-2.11840, -2.43175, -0.30089], [0.13128, -1.78954, -0.91064], [-1.08685, -0.58909, -1.53312], [1.70166, 0.72401, 1.18961], [1.68279, -1.06225, 1.18779], [-1.51759, 2.58854, -0.09650]], "forces_ev_per_a": [[-2.29, -0.10, -0.36], [1.32, -2.86, 0.74], [0.16, 2.84, -2.21], [0.15, -1.27, 2.39], [-0.26, -0.14, -0.65], [1.05, -1.12, 0.88], [-0.75, -1.06, -0.61], [0.32, -0.27, -0.52], [0.80, -0.40, -0.55], [0.37, 0.36, 0.96], [-1.23, 1.70, 0.28], [-0.13, 0.42, -0.11], [0.58, 0.44, 0.43], [-0.21, 0.91, -0.88], [0.11, 0.53, 0.19]], "nbo_charge": [-0.6035, -0.4690, 0.1392, 0.0223, -0.3539, -0.1002, -0.5521, 0.2107, 0.2140, 0.2118, 0.2143, 0.2389, 0.1870, 0.1589, 0.4816]}

Record 9
{"formula": "C4H8FO2", "method": "ωB97M-V/def2-TZVPD", "e_above_lowest_ev": 0.078, "e_tot_ha": -407.61123, "homo_lumo_gap_ev": 8.629, "homo_ev": -4.2855, "charge": -1, "elements": ["F", "C", "C", "H", "H", "H", "H", "H", "O", "O", "C", "C", "H", "H", "H"], "xyz": [[-2.47890, 0.83907, 2.02374], [-1.41275, 1.27506, -0.05678], [-1.58766, 0.30983, 1.08775], [-2.37737, 1.46204, -0.55793], [-0.70859, 0.85500, -0.79457], [-1.01163, 2.23699, 0.30434], [-1.99738, -0.66280, 0.75371], [-0.63446, 0.11055, 1.61420], [-0.08243, -1.09634, -0.68325], [1.18561, -0.09259, 0.91725], [1.00348, -0.72776, -0.15743], [2.28854, -1.07124, -0.96013], [2.50400, -0.23982, -1.65217], [3.15397, -1.20386, -0.28927], [2.15558, -1.99407, -1.54947]], "forces_ev_per_a": [[-0.85, 0.52, 0.60], [0.06, 0.47, -0.33], [0.66, -1.03, -0.10], [0.21, -0.01, 0.15], [-0.53, 0.26, 0.47], [-0.18, -0.26, -0.03], [0.13, 0.59, 0.07], [-0.68, 0.24, -0.50], [0.82, -0.19, 0.27], [0.25, -0.43, -0.71], [0.30, -0.24, 0.00], [0.22, -0.23, -0.02], [-0.04, -0.25, 0.19], [-0.31, 0.18, -0.20], [-0.05, 0.39, 0.13]], "nbo_charge": [-0.4209, -0.6519, 0.0235, 0.1765, 0.2619, 0.1867, 0.1589, 0.2263, -0.7963, -0.7884, 0.7648, -0.7281, 0.1982, 0.1946, 0.1942]}

Record 10
{"formula": "C4H8INO2", "method": "ωB97M-V/def2-TZVPD", "e_above_lowest_ev": 1.065, "spin_multiplicity": 3, "e_tot_ha": -659.97197, "homo_lumo_gap_ev": [8.688, 6.662], "homo_ev": [-8.5634, -9.1865], "s_squared": 2.0143, "charge": 0, "elements": ["C", "C", "C", "C", "N", "O", "O", "I", "H", "H", "H", "H", "H", "H", "H", "H"], "xyz": [[0.02508, 0.13210, 1.10924], [-0.43261, -0.91990, 0.07440], [0.13354, 1.45834, 0.29851], [0.70096, -1.34814, -0.85535], [-1.50094, -0.44752, -0.70826], [-0.87231, 1.59887, -0.52484], [1.40803, 1.53013, -0.29343], [-3.27899, -0.21240, 0.11794], [-0.73567, 0.25125, 1.87996], [0.98136, -0.11874, 1.56112], [-0.75756, -1.78809, 0.66734], [0.09313, 2.25854, 1.07924], [1.54662, -1.69653, -0.27129], [1.02135, -0.51234, -1.47102], [0.36076, -2.14722, -1.50815], [1.30726, 1.96163, -1.15541]], "forces_ev_per_a": [[-0.60, 0.02, -1.14], [0.74, -1.53, 1.61], [0.75, 0.42, 1.29], [-0.23, 0.05, -0.20], [-0.78, -0.18, -0.74], [-0.07, 1.83, -0.40], [0.48, 0.04, -0.36], [-0.25, -0.39, 0.15], [0.00, 0.04, -0.04], [0.03, 0.00, -0.15], [0.11, -0.13, -0.04], [-0.25, 0.11, -0.29], [0.12, -0.06, 0.07], [0.02, -0.04, 0.01], [-0.01, -0.12, -0.04], [-0.07, -0.06, 0.27]], "nbo_charge": [-0.4073, -0.1545, 0.3091, -0.6007, -0.4075, -0.3759, -0.7407, 0.4004, 0.2192, 0.2394, 0.1936, 0.1866, 0.2143, 0.2278, 0.2133, 0.4827]}

Record 11
{"formula": "C4H8INO3", "method": "ωB97M-V/def2-TZVPD", "e_above_lowest_ev": 4.692, "e_tot_ha": -735.19109, "homo_lumo_gap_ev": 9.153, "homo_ev": -9.6409, "charge": 0, "elements": ["C", "C", "C", "C", "N", "O", "O", "O", "I", "H", "H", "H", "H", "H", "H", "H", "H"], "xyz": [[0.94145, -1.14622, -1.15302], [-0.46314, -0.95010, -0.67274], [0.61277, 1.39092, 0.41636], [-0.79574, -0.00743, 0.41630], [-0.73667, -0.41355, 1.77776], [-0.03362, -1.37315, 2.04767], [-1.30536, 0.31434, 2.54981], [0.75170, 2.11293, -0.77845], [-2.56007, 1.19389, 0.01576], [1.44215, -0.35198, -1.86179], [0.87934, -2.11961, -1.71811], [1.71094, -1.30594, -0.22750], [-0.86804, -1.87799, -0.18918], [-1.02040, -0.80625, -1.69268], [0.20903, 2.07354, 1.12703], [1.41326, 0.78081, 0.77851], [-0.17760, 2.48579, -0.83572]], "forces_ev_per_a": [[3.56, -0.69, 0.80], [-1.93, -1.42, -1.48], [-2.37, -0.89, -0.46], [1.78, 4.93, -2.50], [0.26, -0.17, -0.05], [-0.05, -0.07, 0.13], [-0.14, -0.03, 1.44], [-1.69, -1.21, 0.91], [0.42, -0.44, 0.00], [-1.44, -1.30, 1.50], [0.56, 0.98, 0.48], [-1.75, 0.23, -2.26], [0.55, 0.00, -1.10], [0.25, 0.13, 2.37], [-0.30, 0.02, 1.13], [0.84, 0.04, -0.41], [1.44, -0.10, -0.49]], "nbo_charge": [-0.6209, -0.5310, 0.0317, -0.0373, 0.4444, -0.3868, -0.3746, -0.6834, 0.1486, 0.2348, 0.2279, 0.2093, 0.2372, 0.2481, 0.1739, 0.1948, 0.4833]}

Record 12
{"formula": "C4H8INS", "method": "ωB97M-V/def2-TZVPD", "e_above_lowest_ev": 1.163, "smiles": "C=C(C)I.NC=S", "e_tot_ha": -907.78657, "homo_lumo_gap_ev": 9.028, "homo_ev": -8.6246, "charge": 0, "elements": ["C", "C", "C", "I", "H", "H", "H", "H", "H", "N", "C", "S", "H", "H", "H"], "xyz": [[0.87788, -1.50432, 0.68448], [1.09580, -0.62015, -0.25979], [0.58427, -0.79573, -1.63484], [2.37362, 0.98631, -0.02375], [1.26631, -1.51616, 1.78604], [0.21770, -2.45285, 0.56521], [-0.02796, 0.08864, -1.90796], [0.12790, -1.85051, -1.80916], [1.39850, -0.98602, -2.33825], [-0.67271, 2.27465, 1.11700], [-1.71952, 1.40243, 1.15928], [-2.44410, 0.54818, -0.07316], [-0.01714, 2.10105, 1.83870], [-0.29098, 2.44241, 0.21331], [-2.00012, 1.31000, 2.24511]], "forces_ev_per_a": [[-0.54, -2.38, 3.31], [-0.04, -1.04, -0.18], [-0.47, -1.66, -1.25], [0.39, 0.37, 0.19], [-0.43, 0.60, -2.29], [1.05, 1.94, -0.40], [0.14, -0.93, -0.27], [-0.30, 2.01, 0.88], [0.38, 1.02, -0.04], [-1.54, -0.66, -0.68], [-0.25, -0.48, 0.55], [0.54, 1.19, 1.13], [0.71, 0.41, 0.75], [0.49, 0.04, -0.59], [-0.15, -0.43, -1.10]], "nbo_charge": [-0.4146, -0.1664, -0.6854, 0.1278, 0.2137, 0.2202, 0.2452, 0.2310, 0.2276, -0.7714, -0.0528, -0.1396, 0.3940, 0.3907, 0.1797]}